Entry 1:
DFT (ωB97M-V with the def2-TZVPD basis set) results for a single C3H7NO2S molecule.

Values from the calculation:
Structure (SMILES): CONC(=S)CO
Calculated total energy in eV: -19641.1294
Frontier orbital gap in eV: 8.86
Highest occupied orbital energy in eV: -8.5

```
14
Properties=species:S:1:pos:R:3:forces:R:3
C 1.604847 -1.016598 0.341713 -0.99 2.49 0.74
O 0.857413 -0.510547 -0.891088 -0.74 -2.17 2.21
N -0.540056 -0.891803 -0.691290 2.28 -3.01 -1.42
C -1.406472 -0.011638 -0.260611 -1.35 1.64 0.34
S -3.027356 -0.459642 -0.184632 1.12 0.57 0.19
C -0.797548 1.389129 0.251435 -0.45 -1.18 1.13
O 0.022863 2.182477 -0.633802 -0.22 -3.17 1.16
H 1.254841 -0.296000 1.192243 0.58 -1.76 -1.29
H 1.558680 -2.084191 0.618551 -0.83 0.46 -0.62
H 2.650370 -0.807984 0.193829 0.32 0.29 -0.52
H -0.756354 -1.959716 -0.947045 0.43 3.48 0.69
H -1.561596 2.016200 0.612771 -1.50 0.56 -0.27
H -0.412988 1.055418 1.291235 0.68 0.52 -1.58
H 0.553358 1.394892 -0.893303 0.68 1.28 -0.76
```
Forces are in eV/Å.

Results of the Mulliken charge analysis, in e, for atoms 1 through 4:
1. C -0.45
2. O -0.37
3. N -0.08
4. C 0.23

Entry 2:
DFT (ωB97M-V with the def2-TZVPD basis set) results for a single CH3IO3S molecule.

Values from the calculation:
Calculated total energy in eV: -26158.8278
Frontier orbital gap in eV: 8.43
Highest occupied orbital energy in eV: -9.4

```
9
Properties=species:S:1:pos:R:3:forces:R:3
C 0.459077 -0.784836 -0.780689 -0.53 3.87 -0.39
O -2.042177 -1.062419 -0.295028 -0.94 -0.13 -0.34
O -1.158140 1.222317 0.489820 0.21 -1.54 -0.99
O 1.630971 1.396552 1.146140 -1.23 0.52 0.76
S -0.889997 -0.556403 0.406653 0.23 -0.34 0.79
I -0.017010 1.843357 1.886472 1.86 0.24 0.00
H 1.130222 -1.615684 -0.522668 -0.75 0.01 -0.41
H -0.140745 -0.647208 -1.761792 1.55 -0.93 1.26
H 1.027801 0.204323 -0.568910 -0.40 -1.69 -0.68
```
Forces are in eV/Å.

Results of the Mulliken charge analysis, in e, for atoms 1 through 4:
1. C -0.66
2. O -0.52
3. O -0.49
4. O -0.69

Entry 3:
DFT (ωB97M-V with the def2-TZVPD basis set) results for 2 unconnected molecules or ions with the total composition C2H5BO3.

Values from the calculation:
Structure (SMILES): C=CO.O=BO
Calculated total energy in eV: -8974.7265
Frontier orbital gap in eV: 9.68
Highest occupied orbital energy in eV: -9.4

```
11
Properties=species:S:1:pos:R:3:forces:R:3
C 1.892025 0.137069 -0.513559 1.26 -1.17 -0.24
C 0.896524 -0.798226 -0.539338 3.90 4.03 -1.20
O 0.147474 -0.992214 0.485752 -2.66 -1.35 3.16
H 2.602555 0.336285 -1.364923 -1.27 -0.40 0.81
H 2.324654 0.510065 0.465415 -1.04 -0.29 -1.07
H 0.517783 -1.265989 -1.375602 -0.35 -1.01 -1.92
H 0.450181 -0.445220 1.208242 0.20 0.20 0.53
O -2.120874 2.229667 -0.123741 0.02 0.89 -0.22
B -2.329333 1.121081 0.294438 0.12 -1.25 0.23
O -2.541566 -0.112349 0.736838 -1.96 1.65 0.11
H -1.839423 -0.720169 0.726477 1.79 -1.29 -0.20
```
Forces are in eV/Å.

Results of the Mulliken charge analysis, in e, for atoms 1 through 4:
1. C -0.87
2. C 0.20
3. O -0.51
4. H 0.24

Entry 4:
DFT (ωB97M-V with the def2-TZVPD basis set) results for a molecular structure, C3H3N4.

Values from the calculation:
Charge: +1
Calculated total energy in eV: -9104.1842
Frontier orbital gap (spin up / spin down) in eV: 6.71 / 6.70
Highest occupied orbital energy (spin up / spin down) in eV: -14.2 / -14.2

```
10
Properties=species:S:1:pos:R:3:forces:R:3
C -1.204406 -1.070832 0.087392 1.47 2.41 -0.29
C -1.868478 0.150576 -0.078197 -2.26 -0.46 0.38
C -0.018857 -0.340214 0.079600 -1.44 -1.03 -0.06
N -1.043455 1.221917 -0.008577 -1.41 0.11 -0.92
N 0.202692 0.925336 0.117662 3.71 1.01 0.85
N 2.684354 0.312605 -0.104615 -1.63 -2.60 0.15
N 2.142692 -0.632771 -0.049432 0.56 -0.24 -0.32
H -1.259868 -2.115401 0.161832 -0.76 -0.92 -0.12
H -2.892847 0.473680 -0.261164 0.10 -0.91 0.16
H 3.258172 1.075103 0.055504 1.65 2.61 0.17
```
Forces are in eV/Å.

Results of the Mulliken charge analysis, in e, for atoms 1 through 4:
1. C -0.35
2. C -0.43
3. C 0.64
4. N -0.27

Entry 5:
DFT (ωB97M-V with the def2-TZVPD basis set) results for a gas-phase ion, C3H11N2S2 (charge +1).

Values from the calculation:
Structure (SMILES): NC[C@H]([NH3+])CSS
Charge: +1
Calculated total energy in eV: -27932.5400
Frontier orbital gap in eV: 9.16
Highest occupied orbital energy in eV: -12.5

```
18
Properties=species:S:1:pos:R:3:forces:R:3
N -1.735427 -1.674254 0.512665 1.04 1.90 0.07
C -1.144245 -0.282133 0.829526 -1.51 -1.50 0.81
C 0.050926 -0.100733 -0.104208 0.07 -0.94 0.20
N 0.895751 -1.347389 -0.039205 0.47 -2.18 -1.62
C 0.942414 1.017115 0.284919 -2.40 2.50 0.88
S 1.993674 1.699944 -1.063215 0.79 -1.63 1.13
S 1.174428 3.411982 -1.575244 0.07 2.09 1.40
H -2.298188 -1.529141 -0.358694 0.06 -0.84 1.65
H -2.191724 -2.025616 1.368061 -0.36 0.18 -1.30
H -1.924400 0.475226 0.564722 0.88 -0.24 0.55
H -0.921402 -0.257577 1.983714 -0.08 0.19 -2.36
H -0.270420 -0.055567 -1.175830 -0.01 0.36 1.01
H 1.925004 -1.138494 0.210248 -2.14 -0.81 -0.18
H 0.852711 -1.660462 -1.044893 0.84 -0.07 1.24
H 0.367794 -2.178231 0.438841 0.92 1.75 -0.32
H 0.101570 1.722355 0.664686 1.90 0.05 -0.89
H 1.461273 0.812661 1.235252 0.33 -0.11 -0.54
H 0.720267 3.110314 -2.731352 -0.88 -0.68 -1.73
```
Forces are in eV/Å.

Results of the Mulliken charge analysis, in e, for atoms 1 through 4:
1. N -0.59
2. C -0.76
3. C 0.18
4. N -0.33

Entry 6:
DFT (ωB97M-V with the def2-TZVPD basis set) results for a molecular structure, C14H34LiN2O6.

Values from the calculation:
Charge: -1
Calculated total energy in eV: -30537.3023
Frontier orbital gap in eV: 4.86
Highest occupied orbital energy in eV: -2.2

```
57
Properties=species:S:1:pos:R:3:forces:R:3
Li 0.022394 -1.128113 1.076331 -1.20 -0.25 0.65
O 0.222714 -2.998911 1.866458 -0.18 0.96 -0.45
C -0.499121 -2.730530 3.022261 0.36 -0.42 0.36
C -1.652244 -1.692592 2.945627 -0.30 0.69 -0.36
O -1.432094 -0.452299 2.352392 1.16 -1.03 -0.04
H 0.162745 -2.461397 3.880856 0.26 0.57 -0.19
H -0.940652 -3.655379 3.462906 -0.40 -0.11 -0.28
H -2.003187 -1.572671 3.994819 -0.01 -0.15 0.22
H -2.501570 -2.198115 2.430599 -0.07 -0.30 -0.10
C 2.019536 -0.552333 -4.948957 0.01 0.04 -0.34
O 2.138684 -1.325739 -3.785725 0.08 0.22 -0.22
C 0.914296 -1.455473 -3.099306 -0.38 -0.32 0.86
C 1.072554 -2.489828 -1.972347 -0.08 0.02 -0.52
N 1.254920 -1.923486 -0.649019 -0.24 -0.37 -0.69
C 2.571162 -1.331060 -0.476051 -0.59 0.31 1.11
C 2.675253 -0.813508 0.969167 0.25 -0.68 -0.19
O 1.562764 -0.023514 1.325019 -0.13 0.32 -0.73
C 1.751361 0.742503 2.496215 1.18 -0.37 0.10
H 3.005923 -0.216532 -5.269414 0.08 -0.09 0.15
H 1.395039 0.336684 -4.807813 -0.03 0.00 0.14
H 1.593021 -1.141649 -5.770675 -0.12 0.01 0.02
H 0.081796 -1.762374 -3.746890 0.28 -0.11 -0.39
H 0.595020 -0.498446 -2.666832 0.21 0.05 0.02
H 1.906649 -3.153110 -2.255851 0.11 0.12 -0.07
H 0.197730 -3.143654 -1.982097 -0.12 0.21 0.29
H 1.060312 -2.693426 0.003795 0.24 0.42 0.58
H 2.720659 -0.474533 -1.136867 -0.17 -0.21 -0.36
H 3.356655 -2.079851 -0.640191 0.29 0.20 -0.05
H 3.585802 -0.210311 1.068758 0.13 -0.19 0.15
H 2.686237 -1.716137 1.593880 0.19 0.24 0.37
H 2.710715 1.275365 2.381915 -0.24 0.38 -0.03
H 1.921078 0.091231 3.360030 -0.50 -0.05 0.07
H 0.917504 1.417632 2.637101 -0.21 -0.15 -0.06
C -2.575463 -1.992228 -0.908171 0.17 -0.79 1.10
O -1.792109 -0.838808 -0.713024 0.17 -0.10 -1.40
C -2.037399 0.142961 -1.703352 0.37 0.47 0.90
C -1.125042 1.337612 -1.394937 0.09 -0.42 0.04
N -1.680263 2.296347 -0.427383 0.33 0.29 -1.54
C -0.709998 3.376091 -0.221189 0.13 -0.05 1.05
C -0.962222 4.095851 1.096957 -0.30 -0.19 0.07
O -0.946207 3.151915 2.134672 0.43 0.03 -0.23
C -1.032552 3.719731 3.398275 0.47 0.17 0.74
H -2.749547 -2.324276 -1.939212 0.19 0.52 -0.24
H -3.536502 -1.901308 -0.389758 -0.08 0.13 -0.14
H -2.033217 -2.803328 -0.410723 -0.11 0.06 0.08
H -3.114198 0.353331 -1.648873 0.07 0.48 -0.35
H -1.761051 -0.168167 -2.720489 -0.23 -0.50 0.04
H -0.802526 1.827809 -2.330903 -0.36 0.10 -0.15
H -0.187442 0.899503 -1.036314 -0.16 0.03 0.46
H -2.428800 2.708386 -0.986452 -0.30 0.04 0.62
H -0.668375 4.141225 -1.007351 -0.06 -0.12 -0.25
H 0.284873 2.931423 -0.133657 -0.02 -0.07 -0.10
H -1.943538 4.596217 1.091598 0.00 0.09 -0.10
H -0.190976 4.862788 1.259816 0.03 0.06 -0.06
H -1.014248 2.915626 4.133243 -0.54 -0.13 -0.14
H -1.906921 4.371828 3.501702 -0.22 -0.19 0.10
H -0.159935 4.331028 3.695426 0.08 0.13 -0.53
```
Forces are in eV/Å.

Results of the Mulliken charge analysis, in e, for atoms 1 through 4:
1. Li 0.58
2. O -0.95
3. C -0.49
4. C -0.32

| no. | strongest force on any atom (eV Å⁻¹) |
| --- | --- |
| 1 | 4.04 |
| 2 | 3.92 |
| 3 | 5.73 |
| 4 | 3.94 |
| 5 | 3.57 |
| 6 | 1.60 |